(1)
11
Properties=species:S:1:pos:R:3:forces:R:3:mulliken_charge:R:1 method="wB97M-V/def2-TZVPD" charge=0 de_lowest_ev=1.279 e_tot_ha=-588.30549 smiles="NC[P@@H](=O)O"
N 0.0903 -1.0205 0.9324 -0.347 -2.091 -2.965 -0.608
C -0.8265 -0.0685 0.3311 3.093 4.107 1.359 -0.469
P 0.2082 0.7795 -0.9922 -0.846 1.317 0.013 0.535
O -0.1847 2.0725 -1.5617 -0.655 -0.091 -0.033 -0.629
O 1.5736 0.8945 -0.1893 -0.357 -0.780 -0.617 -0.490
H 0.0986 -1.8096 0.2005 0.282 0.696 2.508 0.237
H -0.1019 -1.2632 1.8939 -0.210 -0.515 -0.295 0.219
H -1.8023 -0.2481 -0.0062 -1.444 -0.823 -0.042 0.396
H -0.7356 0.8079 1.0689 -1.148 -0.864 -0.950 0.289
H 0.2824 -0.2017 -1.9679 0.463 -0.524 -0.334 0.040
H 1.3980 0.0572 0.2907 1.168 -0.434 1.355 0.480

(2)
33
Properties=species:S:1:pos:R:3:forces:R:3:mulliken_charge:R:1 method="wB97M-V/def2-TZVPD" charge=0 de_lowest_ev=0.536 e_tot_ha=-617.97988 smiles=CC(C)O.CC(C)O.O.O.O
C 10.8282 4.7678 7.0623 -0.533 0.529 -0.840 -1.303
C 11.8579 5.8636 6.7393 0.387 0.059 -0.305 0.547
C 11.2658 7.2537 6.4631 -1.329 -0.993 -0.316 -1.189
O 12.7856 5.9240 7.8223 0.595 0.199 0.078 -0.606
H 11.2030 3.8649 7.5415 0.475 0.354 0.293 0.359
H 10.3770 4.3767 6.1442 -0.193 0.361 -0.004 0.379
H 10.0503 5.2302 7.6728 -0.092 -0.323 0.118 0.267
H 12.4184 5.6163 5.8280 -0.015 -0.213 0.130 0.338
H 10.5732 7.5938 7.2353 0.292 -0.010 0.278 0.226
H 10.6163 7.0592 5.6007 0.003 0.276 -0.076 0.413
H 11.9244 8.0686 6.1783 0.459 -0.298 0.227 0.260
H 13.4366 5.2331 7.6645 0.019 -0.006 0.309 0.294
C 11.0929 6.1801 11.1935 -0.695 -1.335 -0.504 -1.288
C 10.8470 7.4832 10.4626 0.841 0.595 1.376 0.947
C 10.6277 8.6120 11.4634 0.767 -0.137 0.595 -1.577
O 12.0483 7.8188 9.7855 -0.085 0.292 -0.593 -0.544
H 10.3359 5.8684 11.9194 -0.255 0.344 -0.150 0.418
H 12.0426 6.1011 11.7192 0.175 0.478 -0.222 0.311
H 11.0699 5.4197 10.4018 0.267 -0.279 0.305 0.241
H 9.9917 7.4042 9.7819 0.037 -0.072 -0.060 0.119
H 11.5118 8.6909 12.1079 0.285 -0.122 -0.367 0.360
H 9.8797 8.3647 12.2188 -0.632 0.299 -0.552 0.402
H 10.5531 9.5881 10.9867 -0.556 -0.057 0.042 0.351
H 12.2776 7.1466 9.1234 -0.202 0.019 0.285 0.224
O 14.5887 8.4434 7.6746 -0.090 0.029 -0.262 -0.641
H 14.3828 8.3603 6.7347 0.020 -0.196 0.048 0.299
H 14.2692 7.6211 8.0656 -0.066 0.103 -0.002 0.314
O 15.3563 8.0733 4.7734 -0.065 0.212 -0.014 -0.617
H 15.6841 8.9671 4.9360 0.120 -0.133 -0.004 0.311
H 15.4736 7.9403 3.8269 -0.046 -0.020 0.056 0.293
O 16.9924 9.7998 7.9946 -0.112 -0.081 -0.363 -0.634
H 16.6633 10.7030 8.0166 -0.008 -0.049 0.077 0.299
H 16.2103 9.2555 7.7679 0.229 0.178 0.418 0.427

(3)
100
Properties=species:S:1:pos:R:3:forces:R:3:mulliken_charge:R:1 method="wB97M-V/def2-TZVPD" charge=0 e_tot_ha=-7455.99472
Ni -0.7452 -0.8067 -1.3219 0.043 0.315 0.122 0.563
O -1.4919 -2.3581 -2.7547 -0.082 -0.165 -0.044 -0.720
C -1.7819 -2.1962 -1.5930 0.251 0.033 -0.414 -0.001
C -2.7926 -2.7866 -0.7338 -0.562 -0.239 0.647 -0.056
C -3.5103 -3.9519 -0.9921 0.233 0.270 0.007 -0.607
C -4.4655 -4.3396 -0.0732 -0.195 -0.227 0.019 -0.566
C -4.7153 -3.5793 1.0631 -0.036 0.021 0.067 -0.724
C -4.0022 -2.4167 1.3169 0.020 0.005 -0.030 -0.523
C -3.0215 -2.0245 0.4192 -0.118 -0.449 -0.327 0.565
P -1.9227 -0.5825 0.4736 0.217 0.200 -0.028 2.397
C -3.0386 0.7969 0.8790 0.061 0.056 0.078 0.766
C -2.8658 1.6384 1.9740 0.005 0.009 -0.008 -0.456
C -3.6709 2.7589 2.1281 -0.028 0.044 0.009 -0.687
C -4.6514 3.0484 1.1920 -0.023 0.026 0.024 -0.771
C -4.8339 2.2094 0.1001 -0.017 0.008 -0.034 -0.657
C -4.0290 1.0947 -0.0574 -0.024 0.006 0.014 -0.694
C -0.8194 -0.8370 1.8943 -0.109 -0.059 -0.073 0.349
C -1.3019 -0.9430 3.1384 -0.054 0.051 -0.238 0.042
C -0.4310 -1.1688 4.2781 0.223 -0.025 0.128 -1.415
C 0.8690 -1.3904 4.0948 -0.124 0.094 0.155 -1.201
C 1.5626 -1.3539 2.7629 0.045 -0.050 -0.073 1.850
C 0.6512 -0.9344 1.5601 -0.068 -0.026 -0.016 -0.436
H -3.3178 -4.5286 -1.8857 0.018 0.002 -0.033 0.531
H -5.0376 -5.2427 -0.2432 0.003 0.007 0.000 0.408
H -5.4814 -3.8971 1.7586 -0.002 -0.009 -0.002 0.463
H -4.2269 -1.8300 2.1986 0.041 0.037 -0.008 0.366
H -2.0931 1.4268 2.7011 0.002 0.017 -0.021 0.353
H -3.5273 3.4073 2.9832 -0.005 0.007 -0.001 0.443
H -5.2736 3.9261 1.3090 -0.001 0.003 0.000 0.420
H -5.5949 2.4352 -0.6356 -0.011 0.004 -0.008 0.469
H -4.1601 0.4525 -0.9221 0.010 0.005 -0.005 0.433
H -2.3685 -0.8671 3.3208 -0.010 -0.008 -0.003 0.425
H -0.8652 -1.1974 5.2693 0.013 -0.006 0.014 0.400
H 1.5089 -1.6080 4.9438 -0.007 -0.004 0.006 0.523
H 2.2759 -0.5356 2.8753 0.068 0.015 -0.040 -0.719
H 0.9702 0.0648 1.2616 -0.078 -0.121 0.021 -0.872
C 4.9057 -6.1051 2.1793 0.028 -0.030 0.015 -1.540
C 4.0340 -4.8865 2.2998 -0.047 -0.016 -0.002 0.798
C 4.5466 -3.6154 2.0929 -0.018 0.021 -0.029 -1.315
C 3.7546 -2.4808 2.2135 -0.058 -0.036 0.044 0.999
C 4.3615 -1.1424 1.8817 0.011 0.011 -0.012 -1.046
C 2.4057 -2.6091 2.5730 0.046 0.011 -0.016 -0.551
Se 0.9280 -2.0549 -0.0727 0.160 0.165 0.021 -0.334
C 1.8613 -3.8885 2.7396 0.087 0.009 -0.028 2.030
C 0.3969 -4.1188 2.9927 -0.103 -0.020 0.018 -1.048
C 2.6860 -4.9993 2.6058 0.035 -0.015 0.002 -1.249
H 5.7647 -5.9134 1.5364 0.001 0.000 0.001 0.371
H 4.3502 -6.9460 1.7638 0.000 -0.010 0.003 0.380
H 5.2862 -6.4120 3.1566 -0.004 0.000 -0.006 0.284
H 5.5861 -3.5028 1.8042 0.012 0.005 -0.005 0.333
H 5.3414 -1.2783 1.4247 0.011 0.002 0.027 0.403
H 4.4883 -0.5080 2.7627 -0.022 0.011 0.012 0.302
H 3.7341 -0.6065 1.1663 -0.006 -0.048 -0.012 -0.092
H -0.2202 -3.4380 2.4048 0.012 -0.017 0.023 -0.189
H 0.1377 -3.9898 4.0456 -0.003 -0.016 -0.033 0.302
H 0.1309 -5.1349 2.7016 -0.002 -0.011 0.001 0.471
H 2.2509 -5.9866 2.7223 -0.004 -0.010 -0.004 0.390
F 5.2811 1.7728 -6.0076 0.130 0.035 0.097 -0.257
C 4.0544 1.4537 -6.4555 0.035 0.006 0.006 0.789
F 3.7196 2.3990 -7.3497 -0.089 0.116 -0.083 -0.260
F 4.1676 0.3008 -7.1231 -0.033 -0.163 -0.045 -0.284
C 3.0613 1.3818 -5.3305 -0.055 -0.039 0.008 0.359
C 2.4450 0.1883 -4.9972 0.045 0.041 -0.037 -0.913
C 1.5370 0.1600 -3.9464 0.033 0.057 0.053 -0.104
C 1.2510 1.3224 -3.2402 0.038 -0.042 -0.073 0.263
C 1.8853 2.5176 -3.5807 -0.039 -0.009 -0.004 -0.241
C 2.7880 2.5495 -4.6240 0.019 0.002 0.008 -1.206
P 0.0238 1.2069 -1.9084 0.112 -0.165 0.271 0.785
C -1.2772 2.3828 -2.3950 0.014 0.112 -0.022 0.678
C -1.2224 3.7585 -2.1749 -0.056 -0.052 -0.056 0.117
C -2.2833 4.5647 -2.5478 -0.017 0.012 -0.028 -1.227
C -3.3925 4.0014 -3.1670 0.030 0.022 0.001 0.340
C -3.4447 2.6413 -3.4231 -0.016 0.006 0.007 -1.059
C -2.3907 1.8359 -3.0248 0.021 -0.008 0.012 -0.763
C -4.5655 4.8784 -3.4986 -0.010 0.007 0.012 0.807
F -5.3178 5.1175 -2.4071 -0.072 0.004 0.178 -0.249
F -4.1885 6.0745 -3.9707 0.120 0.141 -0.051 -0.271
F -5.3764 4.3296 -4.4109 -0.068 -0.131 -0.134 -0.285
C 0.8447 1.9462 -0.4645 -0.048 0.075 0.022 0.525
C 2.1789 1.6309 -0.2076 0.042 0.056 -0.038 -1.084
C 2.7510 1.9563 1.0102 0.003 0.076 -0.029 -0.725
C 1.9888 2.5893 1.9840 -0.020 0.017 -0.027 0.198
C 0.6651 2.9177 1.7375 0.006 -0.021 0.024 -1.272
C 0.0955 2.5936 0.5159 0.032 -0.031 -0.015 -0.369
C 2.6298 2.9228 3.2999 0.012 -0.002 -0.006 0.693
F 3.4634 3.9724 3.1991 0.087 0.143 -0.074 -0.291
F 3.3631 1.8989 3.7659 0.096 -0.184 0.032 -0.203
F 1.7337 3.2274 4.2460 -0.181 0.042 0.088 -0.301
H 2.6702 -0.7144 -5.5468 0.008 0.002 -0.012 0.492
H 1.0595 -0.7710 -3.6638 -0.013 -0.002 0.000 0.258
H 1.6726 3.4240 -3.0269 0.000 0.006 -0.004 0.400
H 3.2822 3.4735 -4.8945 0.003 0.002 -0.006 0.401
H -0.3605 4.2036 -1.6958 0.021 0.002 0.026 0.427
H -2.2488 5.6303 -2.3638 -0.012 0.005 0.001 0.444
H -4.3056 2.2112 -3.9159 -0.011 0.008 0.002 0.452
H -2.4374 0.7643 -3.1870 0.004 -0.004 -0.001 0.339
H 2.7618 1.0927 -0.9434 0.013 -0.012 -0.037 0.430
H 3.7819 1.6973 1.2127 -0.009 0.021 0.001 0.575
H 0.0718 3.4045 2.4998 0.012 0.004 0.008 0.580
H -0.9477 2.8250 0.3441 -0.020 -0.008 -0.005 0.651

(4)
18
Properties=species:S:1:pos:R:3:forces:R:3:mulliken_charge:R:1 method="wB97M-V/def2-TZVPD" charge=0 de_lowest_ev=5.096 e_tot_ha=-418.27368
C -0.1938 -1.3173 1.4808 -0.177 -0.001 -0.306 -0.869
N -0.9439 -0.7857 0.3506 -0.583 -0.582 0.242 0.196
C -0.2484 -0.3646 -0.7617 1.482 3.289 1.430 0.544
N -2.0400 0.0134 0.7526 0.316 0.146 -0.023 -0.740
O 0.7194 -1.2288 -1.1287 0.369 -0.525 -0.339 -0.493
O -1.0308 0.1392 -1.7548 1.027 1.499 -1.305 -0.587
H 0.5932 -1.4558 -2.0614 -0.023 0.180 0.144 0.349
H -1.7135 0.9761 0.8704 -0.138 -0.079 -0.028 0.265
H -2.7134 0.0079 -0.0069 0.118 0.038 0.121 0.274
H 0.3476 -0.5201 2.0026 0.037 -0.016 0.028 0.311
H 0.5078 -2.0697 1.1290 0.037 0.092 0.001 0.327
H -0.9063 -1.7857 2.1542 0.015 0.064 0.036 0.306
C 0.6780 1.3550 -0.3809 0.085 -2.259 0.925 -0.452
C 2.0044 1.3062 -0.2901 -0.115 0.020 -0.266 -0.697
H 2.6099 2.1102 0.1203 -0.061 0.117 -0.128 0.279
H 0.1802 2.2183 0.0704 -0.200 -0.150 -0.247 0.298
H -0.4085 0.9579 -1.8958 -2.129 -1.757 -0.390 0.492
H 2.5582 0.4433 -0.6507 -0.061 -0.075 0.106 0.197

no.,gap between HOMO and LUMO (eV),HOMO level (eV),E_LUMO (eV)
1,10.61,-10.063,0.547
2,10.17,-9.848,0.319
3,6.68,-6.893,-0.209
4,9.25,-8.440,0.813